1.
ORCA calculation (ωB97M-V/def2-TZVPD) on one molecule with the formula C24H31NO4.

Its gap between HOMO and LUMO is 8.142 eV. The spin multiplicity is 1. The calculation puts the energy above the lowest of the compared OMol25 structures with the same formula, charge and spin at 176.26 kJ/mol. The total energy is -35070.0398 eV. The value obtained for the LUMO energy is 0.873 eV. The SMILES is CCOc1ccc(/C=C2/NCCc3cc(OCC)c(OCC)cc32)cc1OCC. As for the net charge: 0.

```
60
Properties=species:S:1:pos:R:3:lowdin_charge:R:1
C 1.28 -4.71 2.23 -0.059
C -0.02 -5.27 1.65 -0.240
O -0.51 -4.50 0.57 -0.053
C -1.11 -3.30 0.81 -0.199
C -1.42 -2.78 2.06 -0.017
C -2.04 -1.55 2.19 -0.037
C -2.34 -0.78 1.08 -0.262
C -2.97 0.54 1.19 -0.005
C -2.51 1.70 0.68 -0.223
N -3.29 2.86 0.76 0.007
C -3.35 3.63 -0.48 -0.203
C -1.96 4.12 -0.84 -0.130
C -0.93 3.03 -0.70 -0.162
C 0.31 3.20 -1.29 0.031
C 1.33 2.28 -1.11 -0.179
O 2.57 2.33 -1.68 -0.028
C 2.95 3.46 -2.44 -0.244
C 3.30 4.67 -1.57 -0.062
C 1.10 1.18 -0.26 -0.183
O 2.17 0.34 -0.09 -0.038
C 2.06 -0.76 0.80 -0.241
C 2.19 -0.35 2.26 -0.050
C -0.14 1.01 0.31 0.049
C -1.19 1.90 0.07 -0.096
C -2.07 -1.31 -0.18 0.045
C -1.47 -2.55 -0.34 -0.201
O -1.31 -3.05 -1.61 -0.046
C 0.02 -3.22 -2.06 -0.233
C 0.61 -1.91 -2.60 -0.048
H 1.64 -5.36 3.02 0.077
H 1.13 -3.71 2.63 0.056
H 2.03 -4.65 1.45 0.079
H -0.78 -5.36 2.44 0.117
H 0.16 -6.25 1.22 0.125
H -1.18 -3.34 2.95 0.106
H -2.26 -1.17 3.18 0.115
H -3.92 0.56 1.71 0.113
H -4.21 2.68 1.14 0.121
H -4.03 4.47 -0.33 0.117
H -3.75 3.01 -1.31 0.124
H -1.96 4.53 -1.85 0.117
H -1.68 4.93 -0.15 0.126
H 0.47 4.08 -1.90 0.112
H 2.17 3.73 -3.16 0.116
H 3.83 3.13 -2.99 0.124
H 4.10 4.40 -0.88 0.080
H 3.64 5.49 -2.19 0.076
H 2.44 4.99 -0.98 0.067
H 1.13 -1.31 0.63 0.103
H 2.90 -1.40 0.52 0.127
H 3.12 0.19 2.41 0.080
H 2.18 -1.23 2.89 0.068
H 1.36 0.30 2.56 0.072
H -0.31 0.20 0.99 0.099
H -2.32 -0.75 -1.07 0.141
H 0.65 -3.63 -1.27 0.111
H -0.05 -3.96 -2.87 0.123
H 1.62 -2.08 -2.96 0.080
H 0.63 -1.16 -1.82 0.055
H 0.00 -1.54 -3.41 0.079
```

2.
ORCA calculation (ωB97M-V/def2-TZVPD) on C5H13NO2 as an isolated structure.

Its gap between HOMO and LUMO is 5.219 eV. The spin multiplicity is 1. The calculation puts the energy above the lowest of the compared OMol25 structures with the same formula, charge and spin at 1048.61 kJ/mol. The total energy is -10971.0109 eV. The value obtained for the LUMO energy is -2.592 eV. As for the net charge: 0.

```
21
Properties=species:S:1:pos:R:3:lowdin_charge:R:1
C 2.00 0.08 -0.60 -0.035
O 3.09 -0.97 0.25 -0.107
C 0.74 -0.03 0.26 -0.442
C -0.37 0.66 -0.41 -0.176
C -1.68 0.52 0.40 -0.179
C -2.66 -0.23 -0.51 -0.439
O -2.05 -1.28 -1.11 -0.221
N 0.97 0.31 1.63 0.105
H 1.79 -0.09 -1.66 0.146
H 2.59 0.97 -0.44 0.132
H 2.50 -1.11 -0.50 -0.066
H 0.32 -2.01 -0.11 0.320
H -0.04 1.68 -0.61 0.140
H -0.57 0.15 -1.36 0.112
H -1.49 -0.04 1.31 0.102
H -2.11 1.48 0.69 0.108
H -3.52 -0.48 0.13 0.097
H -3.09 0.52 -1.24 0.115
H 1.15 1.30 1.75 0.116
H 0.60 -1.24 0.29 0.086
H 1.84 -0.19 1.83 0.086
```

3.
ORCA calculation (ωB97M-V/def2-TZVPD) on CF3O3SSn as an isolated structure.

Its gap between HOMO and LUMO is 3.907 eV. The spin multiplicity is 1. The calculation puts the energy above the lowest of the compared OMol25 structures with the same formula, charge and spin at 248.59 kJ/mol. The total energy is -31985.6837 eV. The value obtained for the LUMO energy is -9.371 eV. As for the net charge: +1.

```
9
Properties=species:S:1:pos:R:3:lowdin_charge:R:1
Sn 0.60 3.82 -1.63 1.703
C 0.09 -1.27 -0.30 -0.523
F 1.35 -1.24 -0.87 0.095
F -0.86 -1.52 -1.26 0.111
F 0.02 -2.30 0.59 0.125
S -0.25 0.35 0.71 0.562
O -0.37 1.41 -0.34 -0.519
O -1.48 0.15 1.53 -0.259
O 0.90 0.60 1.58 -0.296
```

4.
ORCA calculation (ωB97M-V/def2-TZVPD) on one molecule with the formula C5H11N.

Its gap between HOMO and LUMO is 8.950 eV. The spin multiplicity is 1. The calculation puts the energy above the lowest of the compared OMol25 structures with the same formula, charge and spin at 92.86 kJ/mol. The total energy is -6852.5661 eV. The value obtained for the LUMO energy is 1.194 eV. The SMILES is CCC/C=C/N. As for the net charge: 0.

```
17
Properties=species:S:1:pos:R:3:lowdin_charge:R:1
C 2.64 -1.03 0.91 -0.115
C 1.40 -0.61 0.16 -0.288
C 0.48 0.36 0.93 -0.243
C -0.84 0.67 0.31 -0.141
C -1.32 0.21 -0.85 -0.223
N -2.57 0.54 -1.38 0.035
H 2.50 -0.82 1.98 0.068
H 3.58 -0.54 0.63 0.067
H 2.86 -2.10 0.87 0.069
H 1.60 -0.22 -0.84 0.109
H 0.75 -1.44 -0.08 0.092
H 0.32 -0.03 1.93 0.107
H 1.04 1.29 0.98 0.110
H -1.38 1.44 0.88 0.099
H -0.87 -0.70 -1.25 0.104
H -2.87 1.46 -1.11 0.079
H -2.86 -0.02 -2.16 0.071
```

5.
ORCA calculation (ωB97M-V/def2-TZVPD) on an isolated ion of composition CH2NO3S and charge -1.

Its gap between HOMO and LUMO (alpha / beta) is 4.851 / 6.747 eV. The spin multiplicity is 3. The calculation puts the energy above the lowest of the compared OMol25 structures with the same formula, charge and spin at 187.16 kJ/mol. The total energy is -19534.3586 eV. The value obtained for the LUMO energy (alpha / beta) is 3.889 / 2.215 eV. As for the net charge: -1.

```
8
Properties=species:S:1:pos:R:3:lowdin_charge:R:1
C 0.05 0.83 0.14 -0.592
N 1.07 0.01 -0.15 0.007
O -1.78 -0.53 -1.30 -0.514
O 0.22 2.23 0.20 -0.218
O -0.83 -1.53 0.77 -0.537
S -1.52 -0.34 0.18 0.767
H 1.92 0.27 0.32 0.079
H 0.85 -0.93 -0.15 0.009
```

6.
ORCA calculation (ωB97M-V/def2-TZVPD) on C50H56BCl3N13Tl as an isolated structure.

Its gap between HOMO and LUMO (alpha / beta) is 6.334 / 5.487 eV. The spin multiplicity is 2. The calculation puts the energy above the lowest of the compared OMol25 structures with the same formula, charge and spin at 0.00 kJ/mol. The total energy is -115060.1081 eV. The value obtained for the LUMO energy (alpha / beta) is -2.888 / -3.727 eV. As for the net charge: +1.

```
124
Properties=species:S:1:pos:R:3:lowdin_charge:R:1
Tl 0.71 0.25 0.60 1.072
C -6.54 1.56 -0.58 -0.071
C -5.37 2.42 -0.08 -0.179
C -4.15 1.64 0.36 -0.082
C -3.96 1.35 1.86 -0.230
C -5.20 0.72 2.49 -0.163
C -5.48 -0.68 1.95 -0.055
C -2.67 0.59 2.16 -0.156
N -1.66 1.01 1.26 0.034
C -3.23 1.21 -0.51 -0.122
C -3.33 1.05 -1.97 -0.078
C -0.81 0.68 -2.76 -0.163
C -0.11 1.18 -3.92 -0.120
C -0.78 1.90 -5.05 -0.176
C -1.53 0.96 -5.99 -0.075
C 1.17 0.75 -3.81 -0.119
C 1.24 0.05 -2.54 -0.164
C 2.50 -0.49 -1.95 -0.153
C 2.36 -1.71 -1.10 -0.179
N 1.59 -1.71 -0.03 0.047
C 1.91 -2.84 0.72 -0.210
C 1.47 -3.05 2.00 0.101
C 0.53 -2.33 2.76 -0.234
N -0.24 -1.28 2.30 0.053
C -1.19 -1.09 3.25 -0.209
C -2.40 -0.30 3.11 0.076
C -1.01 -1.97 4.34 -0.142
C 0.09 -2.76 4.04 -0.133
C 0.63 -3.90 4.84 -0.194
C -0.04 -5.23 4.49 -0.080
C -1.85 -2.03 5.58 -0.195
C -1.59 -0.84 6.51 -0.082
C 2.87 -3.61 -0.02 -0.113
C 3.14 -2.91 -1.17 -0.111
C 4.01 -3.31 -2.33 -0.184
C 3.19 -3.80 -3.52 -0.071
C 3.40 -4.94 0.39 -0.181
C 2.43 -6.07 0.06 -0.074
N 0.06 0.02 -1.91 0.129
C 2.27 0.81 -4.82 -0.195
C 2.25 -0.40 -5.76 -0.056
H -7.31 2.20 -1.02 0.082
H -6.99 0.99 0.22 0.064
H -6.21 0.86 -1.35 0.077
H -5.71 3.07 0.73 0.105
H -5.06 3.10 -0.88 0.118
H -6.07 1.36 2.30 0.106
H -5.08 0.69 3.58 0.126
H -5.53 -0.68 0.86 0.073
H -6.44 -1.04 2.33 0.088
H -4.71 -1.39 2.24 0.076
H -4.09 1.63 -2.49 0.150
H -0.02 2.46 -5.61 0.111
H -1.47 2.64 -4.64 0.113
H -0.87 0.21 -6.42 0.063
H -1.99 1.51 -6.81 0.076
H -2.32 0.43 -5.45 0.063
H 3.17 -0.73 -2.78 0.087
H 1.90 -3.91 2.50 0.119
H -3.18 -0.54 3.83 0.117
H 0.49 -3.69 5.90 0.110
H 1.71 -3.97 4.70 0.109
H -1.11 -5.18 4.66 0.076
H 0.36 -6.04 5.10 0.075
H 0.12 -5.48 3.44 0.067
H -1.65 -2.96 6.11 0.106
H -2.92 -2.06 5.33 0.107
H -0.55 -0.82 6.84 0.079
H -2.22 -0.88 7.40 0.073
H -1.78 0.11 6.00 0.062
H 4.71 -4.08 -2.01 0.110
H 4.63 -2.46 -2.63 0.067
H 2.61 -4.68 -3.25 0.073
H 3.83 -4.06 -4.36 0.079
H 2.49 -3.03 -3.85 0.053
H 3.61 -4.94 1.47 0.111
H 4.36 -5.12 -0.10 0.108
H 1.47 -5.93 0.56 0.071
H 2.83 -7.04 0.37 0.076
H 2.23 -6.11 -1.01 0.071
H 3.24 0.86 -4.33 0.050
H 2.19 1.73 -5.40 0.117
H 2.33 -1.33 -5.20 0.057
H 3.09 -0.37 -6.46 0.082
H 1.33 -0.44 -6.34 0.066
C 0.86 2.34 4.65 -0.031
C 1.53 1.65 3.64 -0.099
N 0.82 1.67 2.52 0.002
N -0.31 2.36 2.77 0.028
C -0.31 2.76 4.06 -0.057
B -1.33 2.47 1.60 -0.656
N -2.05 0.60 -0.04 -0.036
C -2.11 -0.82 -0.21 -0.068
C -2.66 -1.31 -1.31 -0.004
C -3.09 -0.39 -2.38 -0.144
N -2.19 0.68 -2.79 0.083
N -0.81 3.21 0.39 0.027
C -0.92 4.47 -0.07 -0.052
C -0.03 4.62 -1.11 -0.024
C 0.59 3.36 -1.22 -0.106
N 0.11 2.53 -0.32 0.030
N -2.55 3.28 2.22 0.130
C -2.58 4.50 2.76 -0.045
C -3.81 4.71 3.37 0.010
C -4.52 3.53 3.16 -0.003
N -3.73 2.70 2.48 0.036
H 1.17 2.50 5.67 0.103
H 2.49 1.14 3.66 0.125
H -1.13 3.32 4.48 0.117
H -1.66 -1.40 0.58 0.109
H -2.71 -2.38 -1.46 0.115
H -3.68 -0.80 -3.19 0.144
H -1.62 5.17 0.35 0.114
H 0.12 5.49 -1.71 0.103
H 1.35 3.03 -1.90 0.079
H -1.71 5.14 2.71 0.145
H -4.15 5.59 3.88 0.116
H -5.51 3.24 3.44 0.140
Cl 5.45 1.79 -0.15 0.625
C 4.50 1.25 -1.52 -1.495
Cl 5.50 0.14 -2.48 0.640
Cl 4.09 2.66 -2.54 0.633
C 3.15 0.62 -1.05 -0.506
N 2.67 1.07 0.01 0.040
```